No. 1
The following is a DFT calculation (ωB97M-V/def2-TZVPD) of C31H54ClNO3P2SSi2Ti as an isolated structure.

CARTESIAN COORDINATES (ANGSTROEM)
Ti (-0.008, 0.036, -0.659)
C (-1.627, 2.042, -1.156)
C (-0.362, 2.366, -1.707)
C (-0.110, 1.400, -2.756)
Si (0.554, 3.909, -1.161)
C (-1.205, 0.502, -2.806)
C (-2.159, 0.891, -1.789)
Si (-3.880, 0.277, -1.367)
H (-2.179, 2.677, -0.460)
H (0.678, 1.498, -3.505)
H (-1.412, -0.215, -3.602)
Cl (3.240, -3.887, -1.441)
C (-4.857, 1.564, -0.441)
C (-4.858, -0.295, -2.843)
C (-0.568, 5.071, -0.232)
C (1.380, 4.827, -2.554)
H (-5.344, 0.579, -3.298)
H (-5.654, -0.992, -2.546)
H (-4.254, -0.779, -3.616)
H (-4.356, 1.843, 0.494)
H (-5.855, 1.178, -0.192)
H (-4.985, 2.467, -1.052)
H (0.633, 5.471, -3.039)
H (1.809, 4.177, -3.323)
H (2.179, 5.480, -2.177)
H (-1.394, 5.404, -0.873)
H (-0.010, 5.959, 0.093)
H (-0.987, 4.586, 0.657)
C (-3.429, -1.132, -0.185)
C (1.786, 3.134, 0.049)
P (-1.859, -1.917, -0.649)
H (-4.248, -1.865, -0.166)
H (-3.317, -0.692, 0.822)
P (2.270, 1.462, -0.467)
H (1.284, 3.068, 1.031)
H (2.664, 3.791, 0.140)
C (3.564, 0.917, 0.748)
C (3.315, 1.792, -1.992)
C (-2.305, -2.806, -2.242)
C (-1.644, -3.344, 0.520)
C (-0.643, -2.953, 1.588)
H (-1.211, -4.146, -0.099)
C (-2.899, -3.815, 1.250)
H (-3.278, -3.030, 1.920)
H (-2.604, -4.667, 1.881)
H (-3.710, -4.133, 0.586)
H (0.265, -2.525, 1.152)
H (-0.329, -3.817, 2.189)
H (-1.100, -2.236, 2.284)
H (-2.663, -2.007, -2.914)
C (-3.430, -3.845, -2.090)
C (-1.051, -3.443, -2.871)
H (-4.342, -3.454, -1.613)
H (-3.082, -4.726, -1.526)
H (-3.710, -4.181, -3.102)
H (-0.329, -2.694, -3.227)
H (-1.363, -4.056, -3.730)
H (-0.525, -4.096, -2.158)
H (2.639, 2.329, -2.679)
C (3.728, 0.464, -2.654)
C (4.544, 2.682, -1.734)
H (4.313, 3.634, -1.231)
H (4.985, 2.929, -2.713)
H (5.306, 2.145, -1.146)
H (2.873, -0.088, -3.069)
H (4.239, -0.203, -1.944)
H (4.426, 0.686, -3.476)
C (2.927, -0.034, 1.739)
C (4.229, 2.019, 1.568)
H (4.300, 0.364, 0.142)
H (3.497, 2.514, 2.223)
H (4.735, 2.782, 0.967)
H (4.971, 1.533, 2.220)
H (2.277, 0.526, 2.426)
H (3.678, -0.539, 2.363)
H (2.354, -0.819, 1.236)
C (1.269, -1.499, -1.224)
H (1.305, -1.490, -2.322)
H (2.289, -1.350, -0.848)
H (0.904, -2.481, -0.901)
O (-2.242, 0.502, 5.227)
S (-0.980, 0.964, 4.758)
O (-0.290, 2.104, 5.291)
N (-0.950, 0.996, 3.066)
C (-0.170, 0.068, 2.542)
O (-0.014, -0.057, 1.242)
C (0.508, -0.809, 3.549)
C (1.410, -1.906, 3.445)
C (1.877, -2.501, 4.631)
C (1.477, -2.044, 5.909)
C (0.586, -0.965, 5.988)
C (0.139, -0.392, 4.814)
H (1.747, -2.297, 2.487)
H (2.568, -3.343, 4.581)
H (1.839, -2.503, 6.819)
H (0.222, -0.545, 6.931)

---

No. 2
The following is a DFT calculation (ωB97M-V/def2-TZVPD) of C23H30Br52I2OSi2 as an isolated structure.

CARTESIAN COORDINATES (ANGSTROEM)
C (-0.762, 1.475, 6.514)
C (0.564, 0.868, 6.091)
C (0.606, 0.325, 4.661)
Si (-0.793, -0.818, 4.217)
O (-0.738, -1.252, 2.599)
Si (-1.089, -0.027, 1.541)
Br (-2.493, -0.653, -0.065)
C (-0.804, -2.378, 5.247)
I (1.137, -3.207, 5.443)
C (-1.847, -2.984, 5.812)
C (-1.846, -4.231, 6.627)
I (-3.813, -2.217, 5.633)
H (-1.039, 2.328, 5.908)
H (-1.572, 0.759, 6.562)
H (-0.648, 1.859, 7.523)
H (1.304, 1.660, 6.148)
H (0.874, 0.126, 6.818)
H (1.552, -0.187, 4.509)
H (0.619, 1.163, 3.966)
H (-2.045, -0.074, 4.396)
H (0.180, 0.405, 0.933)
H (-1.714, 1.087, 2.258)
H (-2.126, -3.980, 7.645)
H (-2.635, -4.874, 6.257)
H (-0.911, -4.760, 6.571)
C (-0.699, -4.432, -0.937)
Br (0.446, -3.661, -2.270)
Br (-0.386, -3.546, 0.736)
Br (-2.547, -4.353, -1.467)
H (-0.442, -5.476, -0.827)
C (0.342, 4.412, 1.222)
Br (0.590, 4.648, 3.115)
Br (1.776, 3.381, 0.458)
Br (-1.378, 3.643, 0.835)
H (0.370, 5.391, 0.768)
C (1.176, 1.637, -1.574)
Br (-0.646, 1.189, -1.974)
Br (2.182, 0.084, -1.060)
Br (2.009, 2.603, -3.020)
H (1.155, 2.301, -0.723)
C (-0.681, 5.525, -2.804)
Br (-1.930, 4.771, -4.051)
Br (-0.493, 7.425, -3.045)
Br (-1.138, 5.088, -0.989)
H (0.282, 5.078, -3.006)
C (5.207, -2.436, 0.034)
Br (6.426, -3.873, 0.419)
Br (5.948, -1.207, -1.247)
Br (3.494, -3.106, -0.532)
H (5.055, -1.888, 0.952)
C (2.769, 9.517, -2.267)
Br (3.897, 8.072, -1.686)
Br (2.853, 11.016, -1.068)
Br (3.159, 10.035, -4.080)
H (1.753, 9.151, -2.254)
C (8.425, -6.126, -2.941)
Br (8.900, -4.643, -4.069)
Br (9.215, -5.961, -1.197)
Br (6.518, -6.349, -2.839)
H (8.828, -7.018, -3.396)
C (-6.015, -3.793, 8.984)
Br (-6.905, -2.181, 9.532)
Br (-4.718, -4.369, 10.284)
Br (-7.273, -5.187, 8.566)
H (-5.474, -3.568, 8.076)
C (-0.098, -8.411, -3.002)
Br (0.450, -7.041, -4.232)
Br (0.619, -8.121, -1.241)
Br (-2.011, -8.591, -2.962)
H (0.312, -9.346, -3.357)
C (3.867, 13.397, -5.787)
Br (4.989, 14.330, -7.039)
Br (4.114, 14.040, -3.994)
Br (2.017, 13.451, -6.310)
H (4.171, 12.361, -5.796)
C (-10.986, -1.009, 10.657)
Br (-11.403, -0.223, 8.953)
Br (-10.567, -2.878, 10.495)
Br (-9.590, -0.036, 11.562)
H (-11.871, -0.933, 11.270)
C (-4.764, 8.838, -3.026)
Br (-3.806, 9.973, -1.803)
Br (-3.730, 8.475, -4.603)
Br (-5.344, 7.216, -2.173)
H (-5.648, 9.375, -3.334)
C (8.431, -4.933, -8.015)
Br (6.555, -5.287, -8.225)
Br (9.423, -6.540, -7.669)
Br (9.138, -3.957, -9.514)
H (8.537, -4.301, -7.145)
C (5.808, -1.309, -8.806)
Br (6.265, 0.158, -9.962)
Br (6.653, -1.145, -7.086)
Br (3.905, -1.521, -8.639)
H (6.192, -2.210, -9.263)
C (-5.553, 12.645, 0.718)
Br (-6.385, 14.236, 1.405)
Br (-4.329, 11.875, 1.986)
Br (-6.853, 11.361, 0.126)
H (-4.975, 12.934, -0.146)
C (1.210, -12.269, -1.125)
Br (2.330, -11.464, -2.469)
Br (1.543, -11.537, 0.622)
Br (-0.648, -12.152, -1.602)
H (1.470, -13.315, -1.085)
C (-4.235, -7.765, -6.116)
Br (-6.101, -8.201, -6.286)
Br (-3.404, -7.513, -7.832)
Br (-3.959, -6.252, -4.967)
H (-3.750, -8.611, -5.650)

---

No. 3
The following is a DFT calculation (ωB97M-V/def2-TZVPD) of C6H10O2S as an isolated structure.

CARTESIAN COORDINATES (ANGSTROEM)
C (-1.448, 2.200, -0.452)
C (-0.894, 1.844, 0.993)
C (-0.431, -0.192, -0.610)
C (-0.734, 0.948, -0.124)
C (1.591, -1.741, -0.246)
C (0.132, -1.443, 0.105)
O (-3.171, -0.896, -1.151)
O (-2.419, -1.289, 1.190)
S (-2.777, -0.363, 0.125)
H (-2.516, 2.352, -0.670)
H (-0.817, 2.881, -1.044)
H (-0.057, 2.452, 1.395)
H (-1.665, 1.478, 1.681)
H (-0.786, -0.281, -1.729)
H (2.107, -0.785, -0.146)
H (1.620, -2.119, -1.245)
H (2.046, -2.514, 0.287)
H (0.010, -1.252, 1.215)
H (-0.659, -2.341, -0.195)

---

No. 4
The following is a DFT calculation (ωB97M-V/def2-TZVPD) of C5H9Cl in the gas phase.

CARTESIAN COORDINATES (ANGSTROEM)
Cl (2.782, -0.834, -0.059)
C (1.917, 0.707, 0.151)
C (0.409, 0.775, -0.237)
C (-0.559, -0.117, 0.505)
C (-1.847, -0.161, -0.170)
C (-0.927, -1.404, -0.057)
H (1.969, 0.879, 1.223)
H (2.430, 1.565, -0.425)
H (0.027, 1.797, -0.046)
H (0.401, 0.505, -1.313)
H (-0.216, -0.057, 1.458)
H (-1.807, 0.316, -1.144)
H (-2.753, -0.148, 0.386)
H (-1.320, -2.139, 0.637)
H (-0.504, -1.685, -0.908)

Computed properties:
- SMILES: ClCCC1CC1

---

No. 5
The following is a DFT calculation (ωB97M-V/def2-TZVPD) of C19H29FN2O5S in the gas phase.

CARTESIAN COORDINATES (ANGSTROEM)
O (0.229, 2.213, -1.060)
C (-0.083, 2.395, 0.104)
N (-0.528, 1.427, 0.929)
C (-0.723, 0.048, 0.512)
C (-1.732, -0.146, -0.629)
C (-1.103, -0.175, -2.053)
C (-1.495, -1.565, -2.578)
C (-3.000, -1.576, -2.890)
C (-3.631, -1.550, -1.470)
C (-2.392, -1.541, -0.559)
N (-1.454, -2.350, -1.341)
C (-0.694, -3.429, -1.091)
O (0.064, -3.910, -1.923)
C (-0.789, -4.046, 0.297)
C (-0.775, -5.597, 0.178)
C (0.652, -6.076, 0.382)
S (1.193, -5.083, 1.751)
O (0.464, -5.485, 2.926)
O (2.622, -4.954, 1.806)
C (0.443, -3.592, 1.104)
C (0.037, 3.781, 0.724)
F (-0.657, 3.802, 1.946)
C (1.481, 4.191, 0.971)
C (2.254, 4.394, -0.334)
C (3.656, 4.893, -0.029)
O (3.645, 6.093, 0.723)
C (2.995, 5.909, 1.966)
C (1.548, 5.478, 1.795)
H (-0.804, 1.704, 1.855)
H (0.240, -0.388, 0.228)
H (-1.068, -0.482, 1.401)
H (-2.498, 0.627, -0.538)
H (-1.459, 0.631, -2.690)
H (-0.021, -0.082, -1.991)
H (-0.847, -1.975, -3.345)
H (-3.287, -0.722, -3.501)
H (-3.274, -2.484, -3.426)
H (-4.267, -0.683, -1.296)
H (-4.225, -2.445, -1.287)
H (-2.568, -1.905, 0.450)
H (-1.701, -3.739, 0.803)
H (-1.415, -6.022, 0.950)
H (-1.154, -5.910, -0.793)
H (0.751, -7.124, 0.655)
H (1.296, -5.828, -0.461)
H (1.207, -3.137, 0.472)
H (0.219, -2.942, 1.947)
H (-0.459, 4.491, 0.059)
H (1.970, 3.391, 1.542)
H (2.297, 3.472, -0.913)
H (1.741, 5.139, -0.950)
H (4.217, 4.121, 0.521)
H (4.198, 5.112, -0.948)
H (3.540, 5.157, 2.558)
H (3.060, 6.861, 2.492)
H (1.001, 6.274, 1.278)
H (1.082, 5.342, 2.771)

Computed properties:
- SMILES: O=C(NC[C@H]1C[C@@H]2CC[C@H]1N2C(=O)[C@H]1CCS(=O)(=O)C1)[C@@H](F)C1CCOCC1

---

No. 6
The following is a DFT calculation (ωB97M-V/def2-TZVPD) of C30H26N2O2PTi as an isolated structure.

CARTESIAN COORDINATES (ANGSTROEM)
Ti (1.072, -0.203, 0.013)
C (2.367, -0.447, 3.988)
C (2.477, -0.580, 2.506)
O (1.415, -0.116, 1.837)
C (3.551, -1.160, 1.852)
C (3.724, -1.261, 0.477)
C (4.773, -2.118, -0.158)
N (2.878, -0.539, -0.389)
N (3.091, 0.866, -0.295)
C (2.201, 1.645, -0.846)
O (1.040, 1.192, -1.312)
C (2.422, 3.109, -0.850)
C (3.585, 3.658, -0.316)
C (3.770, 5.030, -0.328)
C (2.799, 5.861, -0.873)
C (1.641, 5.315, -1.407)
C (1.449, 3.942, -1.394)
H (1.472, -0.963, 4.346)
H (3.238, -0.859, 4.494)
H (2.269, 0.606, 4.262)
H (4.311, -1.609, 2.482)
H (5.759, -1.642, -0.116)
H (4.858, -3.089, 0.333)
H (4.530, -2.278, -1.207)
H (4.332, 3.001, 0.106)
H (4.674, 5.455, 0.089)
H (2.947, 6.933, -0.882)
H (0.884, 5.959, -1.835)
H (0.549, 3.503, -1.801)
C (-6.448, -2.148, -1.258)
C (-5.741, -1.793, -0.115)
C (-4.411, -1.423, -0.209)
C (-3.768, -1.398, -1.447)
C (-4.486, -1.751, -2.585)
C (-5.820, -2.129, -2.493)
P (-2.000, -0.949, -1.656)
C (-1.884, 0.466, -0.486)
C (-1.547, 0.379, 0.868)
C (-1.405, 1.528, 1.645)
C (-1.636, 2.774, 1.087)
C (-2.004, 2.871, -0.250)
C (-2.110, 1.733, -1.030)
C (-1.153, -2.302, -0.755)
C (-1.731, -3.570, -0.721)
C (-1.037, -4.648, -0.192)
C (0.241, -4.467, 0.310)
C (0.816, -3.203, 0.286)
C (0.148, -2.100, -0.251)
H (-7.488, -2.438, -1.183)
H (-6.231, -1.806, 0.851)
H (-3.864, -1.150, 0.685)
H (-3.995, -1.729, -3.550)
H (-6.367, -2.403, -3.386)
H (-1.373, -0.593, 1.320)
H (-1.105, 1.433, 2.680)
H (-1.521, 3.669, 1.683)
H (-2.179, 3.845, -0.690)
H (-2.348, 1.819, -2.084)
H (-2.732, -3.723, -1.107)
H (-1.500, -5.627, -0.172)
H (0.788, -5.304, 0.726)
H (1.811, -3.078, 0.703)

Computed properties:
- Spin multiplicity: 2

---

No. 7
The following is a DFT calculation (ωB97M-V/def2-TZVPD) of a 5-piece molecular cluster, C25H64N4O9 overall.

CARTESIAN COORDINATES (ANGSTROEM)
C (-5.125, 5.347, 5.393)
O (-5.193, 4.217, 4.548)
C (-6.220, 3.238, 4.679)
C (-6.707, 2.558, 3.402)
N (-5.714, 1.722, 2.739)
C (-5.362, 0.493, 3.445)
C (-4.122, -0.159, 2.762)
O (-3.194, 0.848, 3.019)
C (-1.914, 0.477, 2.557)
H (-4.419, 6.146, 5.164)
H (-4.967, 4.885, 6.367)
H (-6.079, 5.874, 5.386)
H (-7.029, 3.838, 5.096)
H (-6.030, 2.392, 5.338)
H (-6.658, 3.286, 2.593)
H (-7.671, 2.051, 3.364)
H (-4.857, 2.238, 2.879)
H (-6.184, -0.222, 3.470)
H (-4.974, 0.620, 4.456)
H (-4.269, -0.306, 1.692)
H (-3.899, -1.129, 3.206)
H (-1.902, -0.612, 2.543)
H (-1.139, 0.734, 3.280)
H (-1.606, 0.973, 1.636)
C (2.881, -3.969, 2.974)
O (3.004, -3.826, 1.574)
C (3.805, -2.719, 1.196)
C (3.714, -2.524, -0.282)
N (2.490, -1.808, -0.591)
C (2.286, -1.840, -2.051)
C (3.377, -1.015, -2.853)
O (3.214, -0.721, -4.254)
C (3.074, -1.862, -4.980)
H (2.081, -4.661, 3.236)
H (2.706, -2.955, 3.333)
H (3.824, -4.293, 3.415)
H (4.871, -2.943, 1.219)
H (3.739, -1.819, 1.807)
H (3.544, -3.516, -0.701)
H (4.586, -1.982, -0.648)
H (1.709, -2.264, -0.142)
H (1.471, -1.124, -2.156)
H (2.015, -2.822, -2.436)
H (4.364, -1.476, -2.869)
H (3.419, -0.091, -2.278)
H (2.180, -2.426, -4.713)
H (4.019, -2.404, -4.962)
H (2.870, -1.428, -5.959)
C (1.392, 0.544, 1.129)
O (1.527, 0.867, 2.533)
C (2.240, 2.100, 2.762)
C (1.505, 3.367, 2.374)
N (2.341, 4.498, 2.275)
C (2.483, 5.128, 3.539)
C (3.220, 6.538, 3.368)
O (4.469, 6.277, 2.818)
C (5.616, 6.502, 3.573)
H (0.865, -0.409, 1.179)
H (2.334, 0.402, 0.600)
H (0.769, 1.136, 0.458)
H (3.176, 2.156, 2.207)
H (2.722, 1.998, 3.734)
H (0.748, 3.731, 3.070)
H (1.053, 3.245, 1.390)
H (3.301, 4.254, 2.073)
H (2.982, 4.434, 4.215)
H (1.507, 5.380, 3.954)
H (3.201, 6.956, 4.374)
H (2.703, 7.228, 2.700)
H (5.497, 6.891, 4.585)
H (6.408, 7.000, 3.014)
H (5.979, 5.475, 3.538)
C (-3.404, -2.280, -3.913)
O (-2.260, -1.669, -3.317)
C (-1.514, -0.973, -4.406)
C (-0.477, -1.929, -5.121)
N (-0.965, -2.322, -6.485)
C (0.062, -3.191, -7.166)
C (0.154, -4.612, -6.591)
O (0.837, -4.708, -5.341)
C (0.733, -5.860, -4.555)
H (-4.280, -2.173, -3.273)
H (-3.314, -3.363, -3.997)
H (-3.700, -1.984, -4.919)
H (-0.862, -0.245, -3.924)
H (-2.013, -0.248, -5.050)
H (-0.344, -2.806, -4.487)
H (0.464, -1.379, -5.098)
H (-1.847, -2.814, -6.476)
H (1.071, -2.821, -7.343)
H (-0.224, -3.213, -8.218)
H (0.628, -5.291, -7.300)
H (-0.888, -4.917, -6.488)
H (1.267, -6.747, -4.896)
H (-0.299, -6.198, -4.456)
H (0.942, -5.603, -3.517)
C (-1.189, -2.144, -0.622)
O (-1.508, -0.853, -1.016)
H (-1.850, -2.954, -0.931)
H (-0.197, -2.318, -1.038)
H (-1.169, -2.111, 0.468)
H (-1.896, -0.991, -1.883)

Computed properties:
- SMILES: COCCNCCOC.COCCNCCOC.COCCNCCOC.COCCNCCOC.CO

---

No. 8
The following is a DFT calculation (ωB97M-V/def2-TZVPD) of a 2-piece molecular cluster, C6H16S2 overall.

CARTESIAN COORDINATES (ANGSTROEM)
C (-0.312, -2.801, 0.530)
C (0.954, -2.214, -0.103)
S (0.625, -1.629, -1.792)
C (2.049, -0.471, -1.817)
H (-1.192, -2.181, 0.350)
H (-0.155, -2.951, 1.584)
H (-0.546, -3.748, 0.037)
H (1.358, -1.419, 0.520)
H (1.652, -3.035, -0.216)
H (2.944, -0.876, -1.356)
H (2.098, -0.078, -2.827)
H (1.735, 0.346, -1.165)
C (-2.415, 0.979, 1.495)
C (-1.600, 1.246, 0.257)
S (-0.276, 2.480, 0.613)
C (0.735, 1.545, 1.782)
H (-2.834, 1.897, 1.913)
H (-1.899, 0.439, 2.285)
H (-3.337, 0.427, 1.265)
H (-1.164, 0.361, -0.206)
H (-2.159, 1.712, -0.556)
H (1.452, 2.284, 2.139)
H (0.198, 1.105, 2.621)
H (1.289, 0.736, 1.310)

Computed properties:
- SMILES: CCSC.CCSC

---

The records above yield DFT total energy values of -4463.721429; -135992.525305; -783.160290; -656.040147; -1725.190683; -2609.605504; -1886.696366; -1034.552680 hartree, respectively.
The records above yield max |F| values of 2.9; 6.6; 5.5; 4.1; 0.1; 0.5; 3.9; 1.5 eV/Å, respectively.